This record from the OMol25 dataset describes a structure of composition H14KrO7. The level of theory is ωB97M-V with the def2-TZVPD basis set.

LUMO: 0.07 eV
E: -89489.71560 eV
ΔE to the lowest compared entry with this formula, charge and spin: 4.53 kcal/mol
HOMO-LUMO gap: 0.406 Eh
F_max: 0.020 Eh/bohr

Last column: natural (NBO) charge in e.
Cartesian coordinates (Å):
Kr: -16.55 6.37 9.02  0.0003
O: -19.10 9.51 10.14  -0.9337
H: -18.91 9.99 9.34  0.4644
H: -18.84 8.61 9.96  0.4694
O: -15.57 8.19 6.32  -0.9435
H: -15.03 8.81 5.83  0.4760
H: -15.19 7.33 6.13  0.4876
O: -13.20 4.43 9.79  -0.9603
H: -13.08 4.30 8.84  0.4720
H: -13.53 5.32 9.86  0.5045
O: -13.29 7.47 9.93  -0.9717
H: -12.41 7.66 9.61  0.4738
H: -13.84 8.16 9.56  0.4985
O: -16.24 2.63 7.04  -0.9651
H: -15.81 2.78 7.88  0.4900
H: -16.19 1.68 6.92  0.4609
O: -14.54 9.83 8.35  -0.9762
H: -15.16 10.55 8.47  0.4752
H: -14.96 9.26 7.70  0.4859
O: -15.07 2.47 9.70  -0.9731
H: -14.42 1.81 9.46  0.4653
H: -14.55 3.20 10.03  0.5001


This record from the OMol25 dataset describes a cluster of 7 separate species, H14O6S2 in total. The level of theory is ωB97M-V with the def2-TZVPD basis set.

LUMO: 0.06 eV
E: -34181.88106 eV
ΔE to the lowest compared entry with this formula, charge and spin: 40.17 kcal/mol
HOMO-LUMO gap: 0.312 Eh
SMILES: SS.O.O.O.O.O.O
F_max: 0.078 Eh/bohr

Last column: natural (NBO) charge in e.
Cartesian coordinates (Å):
S: 3.18 0.10 -0.06  -0.1491
S: 2.12 1.68 -1.13  -0.1387
H: 3.64 1.02 0.81  0.1252
H: 1.85 0.84 -2.11  0.1608
H: -0.41 -0.77 2.10  0.4974
H: -1.26 -1.73 1.35  0.4600
O: -0.99 -0.76 1.33  -0.9679
H: -2.38 -3.57 2.56  0.4773
H: -3.55 -4.70 2.20  0.4890
O: -3.00 -3.93 1.88  -0.9663
H: 0.42 -0.83 -4.19  0.4589
H: -0.54 -0.46 -3.15  0.4922
O: 0.12 -0.06 -3.70  -0.9539
H: -2.84 -0.25 -1.52  0.4723
H: -1.64 -0.68 -0.78  0.4968
O: -1.89 -0.45 -1.70  -0.9655
H: -3.41 2.29 1.19  0.4714
H: -3.99 2.00 -0.22  0.4726
O: -4.15 2.29 0.68  -0.9437
H: 1.20 0.82 2.79  0.4942
H: 0.91 0.12 4.24  0.4934
O: 0.80 0.07 3.24  -0.9762


This record from the OMol25 dataset describes a cluster of 7 separate species, H14O6S2 in total. The level of theory is ωB97M-V with the def2-TZVPD basis set.

LUMO: -0.04 eV
E: -34181.79540 eV
ΔE to the lowest compared entry with this formula, charge and spin: 42.14 kcal/mol
HOMO-LUMO gap: 0.317 Eh
SMILES: SS.O.O.O.O.O.O
F_max: 0.065 Eh/bohr

Last column: natural (NBO) charge in e.
Cartesian coordinates (Å):
S: -3.56 0.29 0.98  -0.1779
S: -2.76 1.83 -0.21  -0.1124
H: -2.93 -0.78 0.42  0.1604
H: -2.40 1.08 -1.23  0.1346
H: 1.63 0.61 1.53  0.4664
H: 1.54 0.62 0.02  0.4775
O: 1.06 0.31 0.81  -0.9465
H: 2.34 -0.38 -2.50  0.4878
H: 3.63 0.37 -1.82  0.4819
O: 2.75 0.51 -2.25  -0.9677
H: -0.36 -2.41 -1.78  0.4817
H: -0.95 -1.56 -2.93  0.4637
O: -1.20 -2.29 -2.22  -0.9533
H: 0.96 -2.50 0.40  0.5075
H: 1.45 -3.49 -0.85  0.4876
O: 1.35 -2.59 -0.49  -0.9869
H: 1.21 3.24 0.24  0.4686
H: 0.77 3.63 1.64  0.4659
O: 0.92 3.97 0.79  -0.9345
H: -2.15 -0.87 3.19  0.4633
H: -1.76 0.54 2.81  0.4746
O: -1.55 -0.13 3.44  -0.9423


This record from the OMol25 dataset describes a cluster of 7 separate species, H14O6S2 in total. The level of theory is ωB97M-V with the def2-TZVPD basis set.

LUMO: 0.13 eV
E: -34181.70553 eV
ΔE to the lowest compared entry with this formula, charge and spin: 44.22 kcal/mol
HOMO-LUMO gap: 0.327 Eh
SMILES: SS.O.O.O.O.O.O
F_max: 0.080 Eh/bohr

Last column: natural (NBO) charge in e.
Cartesian coordinates (Å):
S: 2.36 0.44 -0.14  -0.1426
S: 3.06 0.84 1.71  -0.1020
H: 2.49 -0.76 -0.59  0.1276
H: 2.58 -0.05 2.54  0.1175
H: -1.19 -2.40 -1.70  0.4576
H: -1.85 -1.92 -0.42  0.4849
O: -2.03 -2.45 -1.19  -0.9596
H: 0.91 -2.89 0.06  0.4667
H: 1.07 -2.76 1.58  0.4753
O: 1.44 -3.12 0.78  -0.9416
H: -0.22 2.92 -2.26  0.4693
H: -1.62 2.89 -1.64  0.4745
O: -0.73 2.47 -1.60  -0.9435
H: -2.53 0.77 -4.18  0.4619
H: -2.57 0.59 -2.72  0.4747
O: -3.07 0.99 -3.46  -0.9368
H: -3.95 1.60 1.64  0.4886
H: -3.42 0.31 0.97  0.4769
O: -3.19 0.98 1.58  -0.9627
H: -1.57 -0.11 1.38  0.5061
H: -2.05 -1.50 1.75  0.4724
O: -1.51 -1.03 1.20  -0.9652


This record from the OMol25 dataset describes a cluster of 7 separate species, H14O7 in total. The level of theory is ωB97M-V with the def2-TZVPD basis set.

LUMO: 0.38 eV
E: -14560.26538 eV
ΔE to the lowest compared entry with this formula, charge and spin: 27.58 kcal/mol
HOMO-LUMO gap: 0.403 Eh
SMILES: O.O.O.O.O.O.O
F_max: 0.014 Eh/bohr

Last column: natural (NBO) charge in e.
Cartesian coordinates (Å):
O: 1.92 -1.92 -0.92  -0.9622
H: 1.38 -1.27 -0.44  0.4911
H: 2.80 -1.84 -0.54  0.4612
O: -0.94 -1.41 2.15  -0.9741
H: -1.40 -1.96 2.79  0.4660
H: -1.66 -0.92 1.67  0.4915
O: -2.63 -0.01 0.44  -0.9951
H: -3.17 0.69 0.83  0.4839
H: -2.78 0.06 -0.53  0.5190
O: 0.25 0.40 0.00  -1.0018
H: 0.59 0.28 0.90  0.5072
H: -0.71 0.26 0.08  0.4932
O: -2.63 -0.05 -2.31  -0.9628
H: -3.20 -0.03 -3.09  0.4908
H: -1.73 -0.01 -2.65  0.4949
O: 1.57 2.34 -1.73  -0.9585
H: 2.51 2.14 -1.76  0.4595
H: 1.14 1.49 -1.51  0.4934
O: 2.62 0.36 2.03  -0.9482
H: 2.78 0.43 2.97  0.4768
H: 3.28 0.95 1.63  0.4740


This record from the OMol25 dataset describes a cluster of 7 separate species, H14O7 in total. The level of theory is ωB97M-V with the def2-TZVPD basis set.

LUMO: -0.37 eV
E: -14559.33674 eV
ΔE to the lowest compared entry with this formula, charge and spin: 49.00 kcal/mol
HOMO-LUMO gap: 0.350 Eh
SMILES: O.O.O.O.O.O.O
F_max: 0.053 Eh/bohr

Last column: natural (NBO) charge in e.
Cartesian coordinates (Å):
O: 1.31 -1.54 -0.14  -0.9695
H: 1.27 -2.35 0.40  0.4985
H: 2.12 -1.65 -0.70  0.4919
O: -0.35 -3.10 -1.94  -0.9352
H: 0.21 -2.58 -1.37  0.4652
H: 0.19 -3.88 -2.05  0.4565
O: -1.29 0.27 -0.18  -0.9600
H: -1.68 -0.41 0.41  0.4926
H: -0.51 -0.11 -0.57  0.4771
O: 0.65 2.91 -0.36  -0.9514
H: 1.58 3.08 -0.55  0.4467
H: 0.70 2.36 0.43  0.4872
O: -2.13 2.67 -1.38  -0.9375
H: -1.94 1.88 -0.91  0.4789
H: -1.76 2.36 -2.19  0.4485
O: 1.36 0.84 1.24  -0.9552
H: 0.89 0.19 0.75  0.4934
H: 2.30 0.81 0.87  0.4694
O: -0.91 -0.87 2.49  -0.9565
H: -1.74 -0.51 2.70  0.4713
H: -0.27 -0.37 3.03  0.4881


This record from the OMol25 dataset describes a cluster of 7 separate species, H14O7 in total. The level of theory is ωB97M-V with the def2-TZVPD basis set.

LUMO: 0.36 eV
E: -14559.52759 eV
ΔE to the lowest compared entry with this formula, charge and spin: 44.59 kcal/mol
HOMO-LUMO gap: 0.387 Eh
SMILES: O.O.O.O.O.O.O
F_max: 0.094 Eh/bohr

Last column: natural (NBO) charge in e.
Cartesian coordinates (Å):
H: 2.24 -2.39 -0.35  0.4898
H: 1.96 -0.90 -0.37  0.5015
H: 0.36 -1.31 1.28  0.5067
H: 0.42 0.12 2.03  0.5072
H: -1.50 -0.47 0.90  0.5198
H: -2.95 -0.98 0.98  0.4809
H: -1.75 -1.24 -1.10  0.5040
H: -0.22 -1.27 -1.21  0.4979
H: -1.23 0.94 -1.35  0.5213
H: -2.52 1.01 -0.34  0.5091
H: -0.33 1.65 0.39  0.5295
H: 0.77 2.64 0.99  0.4801
H: 2.17 1.07 -0.28  0.4977
H: 3.54 0.82 0.04  0.4719
O: 1.47 -1.71 -0.28  -0.9999
O: -0.12 -0.78 1.98  -0.9999
O: -2.28 -0.60 0.33  -0.9920
O: -1.02 -0.75 -1.60  -1.0030
O: -1.69 1.58 -0.65  -1.0345
O: 0.66 1.74 0.65  -1.0399
O: 2.86 0.56 -0.64  -0.9480


This record from the OMol25 dataset describes a cluster of 7 separate species, H14O7 in total. The level of theory is ωB97M-V with the def2-TZVPD basis set.

LUMO: -0.35 eV
E: -14559.16580 eV
ΔE to the lowest compared entry with this formula, charge and spin: 52.94 kcal/mol
HOMO-LUMO gap: 0.391 Eh
SMILES: O.O.O.O.O.O.O
F_max: 0.022 Eh/bohr

Last column: natural (NBO) charge in e.
Cartesian coordinates (Å):
H: -0.52 0.54 1.77  0.4717
H: 0.88 0.39 1.19  0.4900
H: 0.62 -3.63 2.38  0.4646
H: 1.55 -4.82 2.26  0.4696
H: 1.05 1.39 -2.30  0.4796
H: 0.80 -0.11 -2.28  0.4768
H: -2.17 1.33 -0.49  0.4909
H: -2.43 0.06 0.31  0.4655
H: 0.18 3.83 0.96  0.4655
H: 0.06 2.41 0.45  0.4831
H: -3.52 -0.58 -0.75  0.4717
H: -4.87 0.07 -0.49  0.4540
H: 3.90 -0.98 -0.92  0.4647
H: 3.96 0.44 -1.45  0.4818
O: -0.03 0.56 0.93  -0.9453
O: 1.16 -4.23 2.91  -0.9342
O: 1.51 0.54 -2.31  -0.9561
O: -2.22 0.37 -0.58  -0.9236
O: 0.14 3.32 0.15  -0.9654
O: -4.47 -0.72 -0.86  -0.9583
O: 4.43 -0.18 -0.88  -0.9466


Which of these has the highest HOMO-LUMO gap? H14KrO7


LUMO of number 3 (H14O6S2)? -0.04 eV